# 1
Here is C37H24BrIIrN6O4S2 as an isolated structure from OMol25. Energies are from ωB97M-V/def2-TZVPD.

Calculated values
E_HOMO (alpha / beta)	-8.1 / -8.2	eV
strongest force on any atom	0.0107	hartree/bohr
LUMO (alpha / beta)	-0.577 / -1.694	eV

The geometry in ORCA input format:
```
! wB97M-V def2-TZVPD RIJCOSX def2/J DEFGRID3
* xyz 0 2
Ir -0.345 -0.798 0.656
I -1.397 -3.151 0.951
C -0.003 -3.990 -0.357
C -0.123 -5.289 -0.753
C 0.857 -5.836 -1.608
C 1.911 -5.070 -2.007
C 2.040 -3.717 -1.599
C 3.128 -2.927 -2.038
C 3.206 -1.618 -1.667
C 2.199 -1.036 -0.868
C 1.123 -1.748 -0.396
C 1.053 -3.136 -0.758
H -0.960 -5.896 -0.431
H 0.757 -6.858 -1.948
H 2.667 -5.481 -2.664
H 3.880 -3.376 -2.674
H 4.029 -1.002 -2.008
H 2.282 0.023 -0.653
S -1.183 -0.296 -1.420
C -2.031 -1.707 -2.057
C -1.466 -2.697 -2.835
C -2.259 -3.770 -3.236
C -1.677 -4.833 -4.001
N -1.206 -5.681 -4.618
C -3.612 -3.809 -2.859
C -4.181 -2.779 -2.119
C -3.385 -1.707 -1.725
S -3.876 -0.316 -0.813
C -4.431 -4.930 -3.231
N -5.085 -5.832 -3.510
H -0.419 -2.661 -3.105
H -5.228 -2.822 -1.853
C 0.920 -1.866 3.551
O 0.835 -0.865 2.530
C 1.647 0.246 2.632
C 2.568 0.404 3.649
C 3.363 1.542 3.659
Br 4.623 1.752 5.053
C 3.257 2.507 2.685
C 2.324 2.352 1.657
C 1.517 1.221 1.636
O 0.623 1.033 0.603
C 2.295 3.399 0.618
N 3.352 4.111 0.330
C 2.939 4.998 -0.645
C 3.656 5.987 -1.320
C 2.984 6.744 -2.255
C 1.621 6.533 -2.528
C 0.895 5.558 -1.874
C 1.583 4.798 -0.933
N 1.193 3.764 -0.110
H 0.712 -1.416 4.521
H 1.907 -2.328 3.534
H 0.149 -2.593 3.321
H 2.686 -0.336 4.426
H 3.890 3.382 2.682
H -0.308 1.692 0.719
H 4.705 6.144 -1.107
H 3.511 7.519 -2.796
H 1.131 7.149 -3.271
H -0.152 5.393 -2.089
H 0.257 3.407 -0.021
C -3.651 3.496 1.411
N -3.365 2.142 1.878
C -4.254 1.441 2.652
C -3.983 0.202 3.072
C -2.750 -0.437 2.652
O -2.478 -1.594 2.967
N -1.886 0.308 1.866
C -2.186 1.560 1.522
O -1.375 2.291 0.861
H -4.625 3.788 1.792
H -3.662 3.522 0.324
H -2.894 4.189 1.773
H -5.168 1.963 2.897
H -4.674 -0.358 3.681
*
```

The net atomic charges from Löwdin, expressed in e, are: atom 1 (Ir): 0.8677, atom 2 (I): 1.4334, atom 3 (C): -0.5706, atom 4 (C): -0.1422, atom 5 (C): -0.0761, atom 6 (C): -0.0252, atom 7 (C): -0.1707, atom 8 (C): -0.0386, atom 9 (C): -0.0662, atom 10 (C): -0.1049, atom 11 (C): -0.3151, atom 12 (C): -0.2565, atom 13 (H): 0.1035, atom 14 (H): 0.1101, atom 15 (H): 0.1164, atom 16 (H): 0.1126, atom 17 (H): 0.1071, atom 18 (H): 0.0915, atom 19 (S): 0.7173, atom 20 (C): -0.6761, atom 21 (C): -0.0370, atom 22 (C): -0.1795, atom 23 (C): -0.1796, atom 24 (N): 0.1812, atom 25 (C): -0.1743, atom 26 (C): -0.0367, atom 27 (C): -0.7549, atom 28 (S): 0.6799, atom 29 (C): -0.1704, atom 30 (N): 0.1780, atom 31 (H): 0.1332, atom 32 (H): 0.1248, atom 33 (C): -0.0373, atom 34 (O): -0.2398, atom 35 (C): -0.1807, atom 36 (C): -0.0510, atom 37 (C): -0.6661, atom 38 (Br): 0.7640, atom 39 (C): -0.0612, atom 40 (C): -0.0503, atom 41 (C): -0.1833, atom 42 (O): -0.2191, atom 43 (C): -0.2530, atom 44 (N): 0.1783, atom 45 (C): -0.2248, atom 46 (C): -0.0165, atom 47 (C): -0.0963, atom 48 (C): -0.0967, atom 49 (C): -0.0212, atom 50 (C): -0.1852, atom 51 (N): 0.1888, atom 52 (H): 0.1102, atom 53 (H): 0.1117, atom 54 (H): 0.0370, atom 55 (H): 0.1024, atom 56 (H): 0.1122, atom 57 (H): 0.0087, atom 58 (H): 0.1106, atom 59 (H): 0.0983, atom 60 (H): 0.0992, atom 61 (H): 0.1082, atom 62 (H): 0.1301, atom 63 (C): 0.0078, atom 64 (N): -0.0384, atom 65 (C): -0.0397, atom 66 (C): 0.0232, atom 67 (C): -0.5255, atom 68 (O): -0.1436, atom 69 (N): 0.0575, atom 70 (C): -0.4707, atom 71 (O): 0.0234, atom 72 (H): 0.0925, atom 73 (H): 0.1023, atom 74 (H): 0.0995, atom 75 (H): 0.1324, atom 76 (H): 0.1202

---

# 2
Here is C37H24ClErN9O4S2 as an isolated structure from OMol25. Energies are from ωB97M-V/def2-TZVPD.

Calculated values
E_HOMO (alpha / beta)	-4.4 / -4.3	eV
strongest force on any atom	0.0188	hartree/bohr
LUMO (alpha / beta)	1.913 / 1.914	eV

The geometry in ORCA input format:
```
! wB97M-V def2-TZVPD RIJCOSX def2/J DEFGRID3
* xyz -1 4
Er 0.242 0.398 -1.107
C -3.520 -2.005 -3.016
C -2.235 -1.490 -3.071
N -1.874 -0.482 -2.288
C -2.778 0.018 -1.444
C -4.039 -0.566 -1.357
N -4.418 -1.561 -2.147
C -2.340 1.258 -0.669
C -3.533 1.970 -0.099
C -3.476 2.669 1.060
C -2.237 2.682 1.786
C -1.221 1.846 1.351
N -1.334 0.923 0.380
C 0.151 2.103 1.808
C 0.475 2.696 3.040
N 1.696 3.067 3.354
C 2.643 2.862 2.421
C 2.364 2.234 1.226
N 1.130 1.819 0.922
C -4.596 3.528 1.488
C -5.918 3.239 1.147
C -6.929 4.098 1.531
N -6.739 5.216 2.227
C -5.482 5.488 2.558
C -4.398 4.693 2.226
H -3.822 -2.810 -3.674
H -1.474 -1.918 -3.714
H -4.753 -0.219 -0.625
H -4.404 2.039 -0.738
H -2.057 3.409 2.557
H -0.297 2.853 3.784
H 3.646 3.199 2.646
H 3.147 2.038 0.506
H -6.162 2.339 0.601
H -7.954 3.872 1.267
H -5.325 6.401 3.121
H -3.406 5.006 2.517
S -0.880 -2.383 -0.059
C 0.279 -2.744 -1.226
N 0.823 -1.854 -2.040
C 1.804 -2.397 -2.842
C 2.551 -1.699 -3.786
C 3.520 -2.375 -4.503
C 3.752 -3.735 -4.298
C 3.010 -4.441 -3.367
C 2.039 -3.767 -2.646
S 0.963 -4.362 -1.417
H 2.383 -0.642 -3.938
H 4.115 -1.833 -5.224
H 4.524 -4.240 -4.861
H 3.190 -5.493 -3.200
O 6.422 -0.405 -1.424
C 6.070 -1.064 -0.334
O 6.878 -1.666 0.327
C 4.620 -1.059 0.031
C 4.073 -1.773 1.092
Cl 4.793 -2.768 2.264
N 2.743 -1.560 1.108
N 2.384 -0.713 0.134
C 3.491 -0.392 -0.514
C 3.372 0.557 -1.675
O 4.384 0.837 -2.321
O 2.206 0.994 -1.918
C 1.776 -2.095 2.009
C 1.003 -1.216 2.746
C 0.007 -1.722 3.564
C -0.185 -3.092 3.655
C 0.614 -3.959 2.925
C 1.597 -3.464 2.086
H 5.633 0.017 -1.874
H 1.164 -0.150 2.654
H -0.620 -1.041 4.120
H -0.965 -3.486 4.289
H 0.452 -5.025 2.981
H 2.190 -4.127 1.473
C -1.520 2.107 -1.682
H -2.035 2.212 -2.647
H -1.393 3.106 -1.239
*
```

The net atomic charges from Löwdin, expressed in e, are: atom 1 (Er): 1.3801, atom 2 (C): -0.1266, atom 3 (C): -0.1169, atom 4 (N): 0.0163, atom 5 (C): -0.2460, atom 6 (C): -0.0669, atom 7 (N): 0.0874, atom 8 (C): -0.5343, atom 9 (C): 0.0178, atom 10 (C): -0.1842, atom 11 (C): -0.0028, atom 12 (C): -0.2965, atom 13 (N): -0.0789, atom 14 (C): -0.1907, atom 15 (C): -0.0825, atom 16 (N): 0.0836, atom 17 (C): -0.1134, atom 18 (C): -0.0991, atom 19 (N): 0.0721, atom 20 (C): -0.1617, atom 21 (C): -0.0230, atom 22 (C): -0.1620, atom 23 (N): 0.0378, atom 24 (C): -0.1629, atom 25 (C): -0.0193, atom 26 (H): 0.1003, atom 27 (H): 0.1139, atom 28 (H): 0.1115, atom 29 (H): 0.1124, atom 30 (H): 0.0771, atom 31 (H): 0.1154, atom 32 (H): 0.1026, atom 33 (H): 0.1065, atom 34 (H): 0.1045, atom 35 (H): 0.0969, atom 36 (H): 0.0972, atom 37 (H): 0.1002, atom 38 (S): 0.6322, atom 39 (C): -1.1440, atom 40 (N): -0.1107, atom 41 (C): -0.3213, atom 42 (C): -0.0218, atom 43 (C): -0.0817, atom 44 (C): -0.1026, atom 45 (C): -0.1022, atom 46 (C): -0.4776, atom 47 (S): 1.0080, atom 48 (H): 0.1102, atom 49 (H): 0.1020, atom 50 (H): 0.0953, atom 51 (H): 0.1011, atom 52 (O): 0.1189, atom 53 (C): -0.5113, atom 54 (O): 0.0681, atom 55 (C): -0.0257, atom 56 (C): -0.5664, atom 57 (Cl): 0.8162, atom 58 (N): -0.0482, atom 59 (N): 0.1119, atom 60 (C): -0.1432, atom 61 (C): -0.5887, atom 62 (O): 0.0617, atom 63 (O): -0.1415, atom 64 (C): -0.2512, atom 65 (C): -0.0152, atom 66 (C): -0.0641, atom 67 (C): -0.0830, atom 68 (C): -0.0808, atom 69 (C): -0.0763, atom 70 (H): 0.0490, atom 71 (H): 0.1005, atom 72 (H): 0.1083, atom 73 (H): 0.1017, atom 74 (H): 0.1061, atom 75 (H): 0.0994, atom 76 (C): -0.1561, atom 77 (H): 0.0237, atom 78 (H): 0.0337